{"formula": "C3H7O3S2", "method": "ωB97M-V/def2-TZVPD", "e_lumo_ha": -0.022, "spin_multiplicity": 1, "mol_weight_g_mol": 155.22, "de_lowest_kcal_mol": 104.1, "gap_ha": 0.1237, "e_homo_ev": -4.0, "charge": -1, "energy_ev": -31035.4743, "elements": ["C", "C", "O", "O", "C", "S", "S", "H", "H", "H", "H", "H", "H", "H", "O"], "positions_angstrom": [[0.2949, 1.2318, 1.1524], [-0.2784, 1.6155, -0.3896], [-1.4629, 1.4298, -0.5061], [0.6241, 2.0587, -1.0597], [0.1652, -0.2550, 1.4241], [0.0690, -0.1975, 3.1685], [0.0798, -2.2598, -1.1371], [1.3260, 1.5926, 1.1463], [-0.3989, 1.8386, 1.7520], [-0.7666, -0.6561, 1.0356], [1.0674, -0.7862, 1.1370], [-0.3693, -3.5148, -0.9833], [0.1551, -0.9712, -3.0295], [0.3926, 0.5575, -2.9381], [0.1971, -0.1524, -3.5531]]}